Density functional theory data (the ωB97M-V functional and the def2-TZVPD basis) for a molecular structure, C49H48OOsP2Si2.

Last column: Löwdin charge in e.
Geometry (Å):
Os -0.287 -0.059 -0.059  0.98
C -5.811 3.191 -2.997  0.00
C -4.775 3.658 -1.960  -0.42
C -5.086 5.102 -1.526  -0.01
C -3.382 3.610 -2.581  -0.08
C -3.059 4.374 -3.699  0.01
C -1.809 4.314 -4.298  -0.03
C -0.838 3.463 -3.795  -0.06
C -1.124 2.694 -2.673  -0.26
P 0.002 1.365 -2.143  1.00
C 1.669 2.007 -2.359  -0.38
C 2.742 1.163 -2.651  -0.10
C 4.032 1.670 -2.698  -0.05
C 4.260 3.015 -2.439  -0.05
C 3.198 3.856 -2.128  -0.05
C 1.905 3.356 -2.083  -0.10
C -0.390 0.098 -3.380  -0.38
C 0.246 -0.014 -4.612  -0.07
C -0.207 -0.950 -5.533  -0.04
C -1.296 -1.762 -5.236  -0.05
C -1.947 -1.638 -4.016  -0.06
C -1.495 -0.708 -3.091  -0.14
C -2.381 2.790 -2.089  -0.20
O -2.561 1.980 -1.000  -0.08
C -3.743 2.020 -0.306  -0.20
C -3.738 1.275 0.867  -0.24
C -4.907 1.179 1.607  -0.05
C -6.039 1.859 1.179  -0.03
C -5.990 2.643 0.038  0.01
C -4.833 2.750 -0.735  -0.08
P -2.154 0.617 1.484  1.00
C -1.409 2.031 2.356  -0.36
C -0.913 3.051 1.533  -0.11
C -0.340 4.186 2.088  -0.05
C -0.249 4.313 3.467  -0.04
C -0.720 3.297 4.287  -0.05
C -1.290 2.156 3.739  -0.10
C -2.620 -0.760 2.552  -0.37
C -3.110 -0.674 3.856  -0.09
C -3.532 -1.821 4.515  -0.04
C -3.496 -3.054 3.877  -0.04
C -3.046 -3.143 2.567  -0.05
C -2.612 -2.001 1.914  -0.12
H -5.786 3.827 -3.884  0.09
H -6.820 3.241 -2.584  0.09
H -5.617 2.163 -3.307  0.10
H -5.075 5.775 -2.385  0.09
H -4.350 5.457 -0.802  0.10
H -6.074 5.166 -1.070  0.09
H -3.809 5.033 -4.120  0.13
H -1.597 4.919 -5.170  0.12
H 0.129 3.394 -4.277  0.12
H 2.579 0.112 -2.845  0.08
H 4.860 1.014 -2.937  0.12
H 5.267 3.410 -2.481  0.12
H 3.376 4.904 -1.924  0.12
H 1.080 4.020 -1.846  0.11
H 1.081 0.628 -4.862  0.11
H 0.288 -1.040 -6.492  0.12
H -1.645 -2.484 -5.963  0.12
H -2.809 -2.255 -3.793  0.12
H -2.043 -0.579 -2.158  0.08
H -4.943 0.585 2.510  0.11
H -6.955 1.791 1.751  0.12
H -6.878 3.186 -0.263  0.13
H -0.993 2.971 0.455  0.08
H 0.031 4.973 1.443  0.12
H 0.194 5.200 3.903  0.12
H -0.637 3.385 5.364  0.12
H -1.599 1.364 4.400  0.09
H -3.204 0.274 4.363  0.10
H -3.904 -1.747 5.529  0.12
H -3.835 -3.942 4.395  0.12
H -3.039 -4.099 2.058  0.12
H -2.278 -2.073 0.887  0.05
C 1.088 0.243 3.237  -0.16
Si 1.656 0.113 1.480  0.47
C 2.531 1.651 0.938  -0.17
C 2.668 -1.423 1.323  -0.33
C 3.852 -1.550 2.058  -0.08
C 4.556 -2.744 2.050  -0.05
C 4.082 -3.828 1.318  -0.05
C 2.915 -3.709 0.579  -0.08
C 2.200 -2.504 0.572  -0.32
Si 0.724 -2.320 -0.531  0.46
C 1.328 -2.523 -2.272  -0.17
C -0.532 -3.646 -0.208  -0.20
H 1.908 -0.166 3.836  0.06
H 0.195 -0.349 3.451  0.04
H 0.910 1.279 3.529  0.03
H 3.138 1.979 1.790  0.06
H 1.865 2.476 0.671  0.02
H 3.186 1.436 0.092  0.03
H 4.232 -0.719 2.645  0.11
H 5.470 -2.836 2.622  0.12
H 4.627 -4.763 1.321  0.12
H 2.566 -4.563 0.005  0.11
H 2.059 -3.337 -2.231  0.06
H 1.832 -1.648 -2.664  0.00
H 0.526 -2.798 -2.958  0.04
H -0.053 -4.588 -0.500  0.06
H -1.445 -3.544 -0.804  0.04
H -0.788 -3.709 0.849  0.02

Forces on the atoms, in the same order (eV/Å):
Os -0.453 0.783 -0.428
C 0.022 -0.041 -0.007
C 0.034 -0.022 0.014
C 0.022 0.002 0.003
C -0.118 0.044 -0.020
C 0.023 0.048 -0.032
C -0.007 -0.005 -0.007
C -0.016 0.059 -0.059
C 0.178 -0.065 0.150
P -0.214 -0.028 -0.308
C 0.044 0.043 0.078
C -0.004 0.057 0.000
C -0.045 -0.011 0.009
C -0.011 0.037 0.009
C 0.003 -0.041 0.007
C 0.048 -0.012 -0.034
C -0.025 0.013 0.042
C 0.000 -0.063 -0.009
C 0.009 0.002 0.031
C 0.020 0.020 0.000
C 0.031 0.032 0.008
C 0.041 -0.061 -0.050
C -0.077 -0.070 0.080
O 0.014 -0.058 -0.007
C 0.108 0.081 -0.094
C 0.190 -0.138 0.035
C -0.126 -0.010 0.041
C -0.003 0.007 -0.015
C -0.028 -0.011 0.027
C -0.102 0.103 -0.049
P -0.298 0.012 0.216
C 0.047 0.017 -0.090
C -0.033 0.051 0.083
C 0.008 -0.032 0.024
C 0.011 -0.004 -0.013
C -0.049 -0.014 -0.006
C -0.110 0.161 0.000
C -0.062 -0.003 -0.017
C -0.021 -0.067 0.042
C 0.006 0.044 -0.005
C 0.003 -0.010 -0.016
C -0.020 -0.005 0.049
C -0.003 -0.011 0.105
H -0.001 -0.011 0.037
H 0.043 0.001 -0.008
H -0.012 0.023 -0.001
H -0.005 -0.037 0.041
H -0.021 0.000 -0.010
H 0.025 -0.004 -0.029
H 0.032 -0.029 0.013
H -0.008 -0.008 0.028
H -0.036 0.004 0.011
H 0.003 0.012 -0.030
H -0.021 0.015 -0.002
H -0.037 -0.011 0.006
H -0.006 -0.028 -0.011
H 0.042 -0.024 -0.006
H 0.016 -0.018 0.011
H -0.014 0.005 0.018
H 0.017 0.019 0.017
H 0.019 0.015 0.006
H -0.025 0.009 0.024
H 0.003 0.026 -0.029
H 0.019 -0.002 -0.029
H 0.036 -0.015 0.015
H -0.012 0.008 -0.004
H -0.011 -0.022 0.011
H -0.023 -0.034 -0.017
H -0.004 -0.003 -0.041
H -0.021 -0.010 0.003
H 0.004 0.039 -0.007
H 0.013 0.000 -0.042
H 0.022 0.039 -0.015
H 0.008 0.037 -0.003
H 0.014 -0.001 -0.061
C -0.174 0.103 0.201
Si 0.369 -0.431 0.166
C 0.006 0.221 -0.223
C 0.191 -0.202 -0.006
C 0.020 -0.055 -0.009
C -0.017 0.043 0.008
C -0.042 -0.003 -0.030
C 0.036 0.080 0.030
C 0.243 -0.145 0.162
Si 0.364 -0.210 0.258
C -0.159 0.040 -0.298
C -0.291 -0.092 0.052
H -0.024 0.003 0.004
H 0.073 -0.012 0.060
H 0.123 -0.190 -0.006
H -0.001 -0.001 -0.051
H 0.065 -0.022 0.074
H 0.005 0.092 0.031
H -0.017 -0.045 -0.018
H -0.003 -0.003 -0.014
H -0.006 0.019 0.008
H 0.023 0.053 0.035
H -0.044 -0.003 -0.031
H 0.097 -0.008 -0.070
H 0.048 0.022 -0.025
H -0.054 0.041 0.001
H 0.066 -0.043 0.053
H 0.006 -0.080 -0.041

Computed properties:
Orbital gap (spin up / spin down): 0.2529 / 0.2192 hartree
⟨S²⟩: 6.0134
E_tot: -90426.575 eV
Total charge: +2
2S+1: 5
Largest force on an atom: 1.00 eV/A